1.
Molecular formula: C11H35ClO10
Method: DFT, the ωB97M-V functional and the def2-TZVPD basis

Last column: Mulliken charge in e.
Element x y z (Å)
O (2.228, 6.368, -15.787)  -0.180
H (2.257, 7.312, -16.150)  0.769
H (1.308, 6.173, -15.487)  -0.036
H (2.888, 6.237, -15.047)  0.436
Cl (-0.297, 3.152, -15.097)  1.724
O (-0.011, 2.527, -13.822)  -0.695
O (-1.717, 3.351, -15.153)  -0.733
O (0.360, 4.436, -15.180)  -0.813
O (0.158, 2.288, -16.166)  -0.672
C (-2.656, 8.805, -14.098)  -1.256
C (-1.228, 8.626, -14.693)  1.265
C (-1.152, 7.519, -15.723)  -0.840
O (-0.694, 9.744, -15.382)  -0.564
H (-2.581, 8.815, -13.013)  0.345
H (-3.265, 8.010, -14.520)  0.348
H (-3.093, 9.754, -14.413)  0.314
H (-0.569, 8.334, -13.870)  -0.348
H (-1.742, 6.674, -15.369)  0.542
H (-0.129, 7.197, -15.910)  -0.362
H (-1.601, 7.862, -16.658)  0.477
H (-0.575, 10.496, -14.792)  0.307
C (3.603, 9.455, -18.333)  -1.471
C (2.107, 9.267, -18.149)  0.648
C (1.644, 8.120, -19.030)  -1.356
O (2.024, 8.869, -16.746)  -0.679
H (4.056, 10.294, -17.808)  0.361
H (3.771, 9.703, -19.389)  0.416
H (4.178, 8.538, -18.202)  0.310
H (1.542, 10.190, -18.263)  0.402
H (0.557, 8.074, -19.110)  0.329
H (2.093, 7.145, -18.855)  0.283
H (1.921, 8.350, -20.066)  0.450
H (1.224, 9.258, -16.364)  0.133
C (4.066, 1.253, -13.767)  -1.540
C (3.470, 2.308, -12.828)  0.360
C (2.275, 2.988, -13.508)  -0.897
O (2.856, 1.699, -11.685)  -0.565
H (3.243, 0.707, -14.236)  0.372
H (4.729, 0.593, -13.213)  0.393
H (4.511, 1.631, -14.692)  0.306
H (4.187, 3.027, -12.421)  0.435
H (1.789, 2.322, -14.221)  0.305
H (2.651, 3.779, -14.173)  0.137
H (1.525, 3.431, -12.859)  0.360
H (3.442, 1.701, -10.924)  0.337
C (1.329, 6.809, -12.478)  -0.785
O (0.577, 6.319, -13.586)  0.091
H (0.707, 7.230, -11.690)  0.313
H (2.007, 6.067, -12.045)  0.203
H (1.963, 7.539, -12.986)  0.213
H (-0.081, 5.662, -13.321)  0.159
C (5.498, 5.598, -14.254)  -0.508
O (4.348, 6.477, -14.279)  -0.480
H (6.151, 5.853, -15.085)  0.290
H (6.042, 5.821, -13.335)  0.285
H (5.239, 4.546, -14.186)  0.100
H (4.589, 7.294, -13.836)  0.259

Maximum force   0.0539 Eh/bohr
Frontier orbital gap   8.18 eV
HOMO level   -8.436 eV
E_LUMO   -0.259 eV
Net charge   0


2.
Molecular formula: C31H25ClF2N3O2Pb
Method: DFT, the ωB97M-V functional and the def2-TZVPD basis

Last column: Mulliken charge in e.
Element x y z (Å)
Pb (0.379, 0.020, -0.089)  1.258
C (1.004, -2.370, 4.337)  -0.533
C (0.405, -3.569, 3.988)  -0.546
C (-0.622, -3.562, 3.064)  -0.661
C (-1.030, -2.347, 2.519)  0.613
N (-0.454, -1.195, 2.852)  -0.326
C (0.544, -1.214, 3.728)  -0.177
C (-2.127, -2.271, 1.508)  0.490
C (-3.034, -3.316, 1.344)  -0.475
C (-4.024, -3.194, 0.389)  -1.117
C (-4.117, -2.027, -0.346)  -0.629
C (-3.184, -1.023, -0.111)  0.833
N (-2.197, -1.164, 0.775)  -0.011
C (-3.271, 0.302, -0.810)  0.476
C (-4.369, 0.649, -1.593)  -0.659
C (-4.416, 1.914, -2.150)  -0.460
C (-3.370, 2.794, -1.929)  -0.673
C (-2.304, 2.357, -1.155)  -0.296
N (-2.268, 1.151, -0.604)  -0.092
H (1.822, -2.333, 5.044)  0.385
H (0.751, -4.504, 4.409)  0.383
H (-1.058, -4.493, 2.735)  0.322
H (1.000, -0.254, 3.942)  0.419
H (-2.969, -4.208, 1.949)  0.298
H (-4.727, -4.001, 0.223)  0.425
H (-4.885, -1.917, -1.097)  0.255
H (-5.168, -0.053, -1.783)  0.323
H (-5.260, 2.203, -2.765)  0.443
H (-3.375, 3.792, -2.346)  0.405
H (-1.434, 2.981, -0.966)  0.409
C (5.130, 0.827, 0.431)  -1.639
C (3.766, 1.279, -0.079)  0.896
O (2.910, 0.403, -0.187)  -0.502
C (3.555, 2.674, -0.410)  0.330
C (4.656, 3.561, -0.364)  -0.592
C (4.555, 4.896, -0.646)  -0.823
C (3.283, 5.414, -0.990)  -0.284
C (2.193, 4.603, -1.063)  -0.755
C (2.251, 3.178, -0.803)  0.285
O (1.213, 2.479, -0.924)  -0.331
H (5.022, -0.198, 0.777)  0.341
H (5.490, 1.456, 1.245)  0.428
H (5.871, 0.853, -0.372)  0.357
H (5.633, 3.168, -0.107)  0.278
H (5.425, 5.538, -0.610)  0.351
H (3.179, 6.474, -1.198)  0.359
H (1.218, 4.989, -1.336)  0.332
Cl (-4.903, -2.732, -4.162)  -0.273
C (-3.335, -2.059, -3.743)  0.280
C (-3.049, -0.740, -4.046)  -0.832
C (-1.833, -0.199, -3.662)  -0.245
C (-0.863, -0.948, -2.972)  0.906
C (0.378, -0.351, -2.500)  -2.094
C (-1.183, -2.299, -2.723)  -0.053
C (-2.397, -2.847, -3.090)  -0.860
H (-3.781, -0.137, -4.569)  0.465
H (-1.628, 0.843, -3.882)  0.342
H (0.602, 0.616, -2.946)  0.532
H (1.237, -1.020, -2.548)  0.570
H (-0.472, -2.912, -2.183)  0.262
H (-2.627, -3.879, -2.859)  0.484
F (0.178, -3.353, 0.039)  -0.284
C (1.192, -2.352, 0.002)  -0.235
F (1.966, -2.639, 1.137)  -0.345
H (1.823, -2.667, -0.843)  0.263

Maximum force   0.0074 Eh/bohr
Frontier orbital gap   6.06 eV
HOMO level   -3.566 eV
E_LUMO   2.491 eV
Net charge   -1


3.
Molecular formula: C3H7N3
Method: DFT, the ωB97M-V functional and the def2-TZVPD basis

Last column: Mulliken charge in e.
Element x y z (Å)
C (0.304, -1.716, -0.267)  -1.198
C (-0.152, -0.236, -0.224)  0.663
C (0.419, 1.813, 0.643)  -0.131
H (0.395, -2.162, 0.687)  0.367
H (1.195, -1.903, -1.057)  0.247
H (-0.583, -2.374, -0.604)  0.344
H (-1.855, -0.731, -0.670)  0.207
H (1.693, 0.006, 0.591)  0.291
H (1.106, 2.466, 1.213)  0.339
H (-1.429, 1.744, -0.129)  0.408
N (-1.266, 0.129, -0.646)  -0.644
N (0.897, 0.557, 0.160)  -0.231
N (-0.725, 2.408, 0.303)  -0.662

Maximum force   0.0908 Eh/bohr
Frontier orbital gap   9.31 eV
HOMO level   -8.680 eV
SMILES   [H]/N=C\N/C(C)=N/[H]
E_LUMO   0.628 eV
Net charge   0


Which of these has the highest maximum force?
C3H7N3


Look up the E_LUMO of the second one.
2.491 eV


Copy entry 2 word for word.
Molecular formula: C31H25ClF2N3O2Pb
Method: DFT, the ωB97M-V functional and the def2-TZVPD basis

Last column: Mulliken charge in e.
Element x y z (Å)
Pb (0.379, 0.020, -0.089)  1.258
C (1.004, -2.370, 4.337)  -0.533
C (0.405, -3.569, 3.988)  -0.546
C (-0.622, -3.562, 3.064)  -0.661
C (-1.030, -2.347, 2.519)  0.613
N (-0.454, -1.195, 2.852)  -0.326
C (0.544, -1.214, 3.728)  -0.177
C (-2.127, -2.271, 1.508)  0.490
C (-3.034, -3.316, 1.344)  -0.475
C (-4.024, -3.194, 0.389)  -1.117
C (-4.117, -2.027, -0.346)  -0.629
C (-3.184, -1.023, -0.111)  0.833
N (-2.197, -1.164, 0.775)  -0.011
C (-3.271, 0.302, -0.810)  0.476
C (-4.369, 0.649, -1.593)  -0.659
C (-4.416, 1.914, -2.150)  -0.460
C (-3.370, 2.794, -1.929)  -0.673
C (-2.304, 2.357, -1.155)  -0.296
N (-2.268, 1.151, -0.604)  -0.092
H (1.822, -2.333, 5.044)  0.385
H (0.751, -4.504, 4.409)  0.383
H (-1.058, -4.493, 2.735)  0.322
H (1.000, -0.254, 3.942)  0.419
H (-2.969, -4.208, 1.949)  0.298
H (-4.727, -4.001, 0.223)  0.425
H (-4.885, -1.917, -1.097)  0.255
H (-5.168, -0.053, -1.783)  0.323
H (-5.260, 2.203, -2.765)  0.443
H (-3.375, 3.792, -2.346)  0.405
H (-1.434, 2.981, -0.966)  0.409
C (5.130, 0.827, 0.431)  -1.639
C (3.766, 1.279, -0.079)  0.896
O (2.910, 0.403, -0.187)  -0.502
C (3.555, 2.674, -0.410)  0.330
C (4.656, 3.561, -0.364)  -0.592
C (4.555, 4.896, -0.646)  -0.823
C (3.283, 5.414, -0.990)  -0.284
C (2.193, 4.603, -1.063)  -0.755
C (2.251, 3.178, -0.803)  0.285
O (1.213, 2.479, -0.924)  -0.331
H (5.022, -0.198, 0.777)  0.341
H (5.490, 1.456, 1.245)  0.428
H (5.871, 0.853, -0.372)  0.357
H (5.633, 3.168, -0.107)  0.278
H (5.425, 5.538, -0.610)  0.351
H (3.179, 6.474, -1.198)  0.359
H (1.218, 4.989, -1.336)  0.332
Cl (-4.903, -2.732, -4.162)  -0.273
C (-3.335, -2.059, -3.743)  0.280
C (-3.049, -0.740, -4.046)  -0.832
C (-1.833, -0.199, -3.662)  -0.245
C (-0.863, -0.948, -2.972)  0.906
C (0.378, -0.351, -2.500)  -2.094
C (-1.183, -2.299, -2.723)  -0.053
C (-2.397, -2.847, -3.090)  -0.860
H (-3.781, -0.137, -4.569)  0.465
H (-1.628, 0.843, -3.882)  0.342
H (0.602, 0.616, -2.946)  0.532
H (1.237, -1.020, -2.548)  0.570
H (-0.472, -2.912, -2.183)  0.262
H (-2.627, -3.879, -2.859)  0.484
F (0.178, -3.353, 0.039)  -0.284
C (1.192, -2.352, 0.002)  -0.235
F (1.966, -2.639, 1.137)  -0.345
H (1.823, -2.667, -0.843)  0.263

Maximum force   0.0074 Eh/bohr
Frontier orbital gap   6.06 eV
HOMO level   -3.566 eV
E_LUMO   2.491 eV
Net charge   -1


Which of these has the highest E_LUMO?
C31H25ClF2N3O2Pb